Here is a structure of composition C38H72Be2BrF6KN5O11P2 at a distorted geometry from the OMol25 dataset. Energies are from wB97M-V/def2-TZVPD.

Structure (XYZ):
```
138
Properties=species:S:1:pos:R:3:forces:R:3
C -2.238119 1.504403 0.494580 0.192 0.454 0.153
C -2.817865 2.898520 0.239723 0.231 0.131 0.146
P -3.232131 3.159722 -1.534191 -0.982 -1.065 -0.491
C -4.405750 4.568767 -1.589356 0.622 0.350 0.102
C -5.113951 4.696731 -2.933517 0.011 0.035 0.086
C -1.662697 3.496482 -2.515357 0.795 0.661 0.366
C -1.471232 2.278519 -3.443501 -0.499 -0.322 0.085
C -1.395890 0.891562 -2.801292 0.408 0.038 -0.232
C -0.101506 0.480709 -2.180744 0.026 -0.393 0.336
N 1.114899 0.965974 -2.754545 -0.117 -0.104 0.316
O -0.065343 -0.276772 -1.215305 -0.391 0.097 0.510
C -0.397274 3.677901 -1.630632 -0.363 0.037 -0.934
C -0.038868 5.125909 -1.305379 0.568 0.135 1.887
C -1.133796 5.912778 -0.523900 0.814 0.257 -0.746
C 1.243594 5.040973 -0.411794 -1.068 -0.652 -0.167
N 0.305173 5.899012 -2.516723 -0.007 -1.749 -0.445
O 1.555805 6.066748 -2.698834 0.048 0.621 0.121
C -0.427013 5.461542 -3.752256 -0.238 1.003 -0.762
C 0.510293 4.675661 -4.678498 0.097 0.245 0.059
C -0.788211 6.744074 -4.512697 -0.207 -0.367 -0.243
C -1.746406 4.748917 -3.439360 0.074 -0.417 0.361
H -2.228397 1.278005 1.557835 -0.216 -0.073 0.103
H -2.802936 0.745566 -0.053871 -0.143 -0.082 0.087
H -1.196581 1.478893 0.176534 0.060 -0.183 -0.111
H -2.146774 3.625625 0.698848 0.034 0.108 -0.001
H -3.760532 2.988118 0.776709 -0.194 0.024 -0.080
H -5.135455 4.381253 -0.802196 -0.042 -0.195 0.094
H -3.922715 5.513083 -1.329806 -0.097 0.168 0.004
H -4.443941 5.071808 -3.699809 0.032 0.025 -0.154
H -5.528724 3.753224 -3.277779 -0.015 -0.148 0.070
H -5.917078 5.413499 -2.820127 -0.157 0.048 -0.174
H -0.611656 2.404580 -4.095525 0.162 0.119 0.055
H -2.347342 2.247817 -4.090056 -0.088 0.026 -0.090
H -2.174974 0.694116 -2.073936 -0.253 0.084 -0.066
H -1.552064 0.172088 -3.612789 -0.005 -0.176 -0.019
H 1.579972 0.169814 -3.189704 -0.031 0.065 -0.329
H 1.719889 1.175930 -1.962773 0.147 -0.074 0.012
H -0.412054 3.076178 -0.724871 -0.088 0.095 0.178
H 0.429592 3.298377 -2.231262 0.211 -0.019 0.072
H -0.704621 6.886779 -0.267010 -0.727 -0.039 -0.714
H -1.949635 6.157272 -1.190739 -0.390 -0.175 0.216
H -1.454368 5.438684 0.402857 -0.225 -0.191 -0.185
H 2.008587 4.405398 -0.834086 0.218 0.219 -0.261
H 1.609518 6.031556 -0.174666 1.202 -1.307 -1.722
H 0.921684 4.541693 0.520083 0.128 0.112 -0.088
H -0.074993 4.201879 -5.460569 -0.094 -0.251 0.036
H 1.149890 3.963241 -4.166916 -0.084 -0.248 0.006
H 1.159729 5.378997 -5.187984 0.224 0.037 0.046
H -1.248942 6.453027 -5.455583 -0.085 0.045 -0.101
H 0.108337 7.300572 -4.765108 0.073 0.208 0.182
H -1.510564 7.350253 -3.972186 0.067 0.185 0.120
H -2.459527 5.483980 -3.076347 -0.040 0.050 0.138
H -2.123845 4.417935 -4.403619 -0.183 0.108 -0.119
C -5.951655 8.463421 0.043968 0.411 0.202 0.248
N -5.961536 7.695521 -1.229692 0.072 0.115 0.113
O -5.020647 7.845549 -1.985442 0.041 -0.055 0.026
O -6.911581 6.973315 -1.432194 -0.079 -0.018 0.065
H -5.045876 9.059060 0.058185 -0.024 0.057 -0.032
H -6.834633 9.095070 0.058130 -0.070 -0.080 0.019
H -5.959284 7.761918 0.899673 0.105 0.388 -0.648
K 0.774252 6.964144 1.213375 -0.125 2.034 2.933
Br -7.610117 6.405926 1.585335 -0.450 -0.486 0.294
Be -1.355202 -1.087001 0.645328 0.695 0.310 0.293
C -5.103021 -5.501401 -4.167605 0.295 -0.031 -0.064
C -5.096635 -4.709364 -2.880251 -0.396 -0.047 -0.137
O -3.801661 -4.722104 -2.241775 -0.038 -0.006 0.065
C -2.883146 -3.944352 -2.786435 -0.034 -0.077 -0.033
O -3.020086 -3.211812 -3.733334 0.007 0.112 0.033
O -1.744418 -4.094461 -2.093193 0.065 0.064 0.034
C -0.642013 -3.373371 -2.635600 0.339 0.114 0.082
H -4.752013 -6.518128 -3.990052 -0.106 -0.036 0.038
H -6.111434 -5.541792 -4.577147 -0.024 -0.010 0.037
H -4.448062 -5.050271 -4.911114 -0.050 0.074 -0.013
H -5.771068 -5.160653 -2.156697 0.137 -0.020 0.131
H -5.419053 -3.680575 -3.037033 0.155 0.053 -0.037
H -0.894342 -2.320917 -2.757533 -0.066 -0.018 -0.128
H -0.324539 -3.790647 -3.589553 -0.139 0.018 -0.069
H 0.180443 -3.457810 -1.929021 -0.106 -0.141 0.128
O -4.320681 -2.866278 3.179281 0.183 0.069 0.049
C -3.718923 -3.904028 3.698342 -0.573 0.392 0.730
C -2.389712 -4.236460 2.759767 -0.443 -2.498 -0.328
O -1.703792 -5.171081 3.162056 0.255 0.620 0.228
H -4.263407 -4.859889 3.700275 -0.015 -0.024 -0.529
H -3.309060 -3.785868 4.716506 0.269 0.247 -0.137
H -1.836535 -3.054143 2.772215 0.385 1.485 0.756
H -2.718196 -4.276918 1.699420 0.086 0.667 0.043
C 3.777465 8.354424 -2.593596 0.012 0.078 0.003
C 3.619734 9.681130 -2.976878 0.066 -0.074 0.108
C 4.547647 10.633454 -2.582966 -0.150 0.087 -0.104
C 5.621653 10.233830 -1.811619 -0.012 -0.022 -0.033
C 5.796935 8.922852 -1.414243 0.045 -0.189 0.096
C 4.862849 7.978092 -1.810710 -0.110 0.084 0.000
N 6.624255 11.241087 -1.404919 -0.021 -0.007 0.013
O 6.433492 12.386495 -1.749070 -0.017 0.044 -0.013
O 7.568891 10.852583 -0.751874 0.026 -0.020 0.038
H 3.057310 7.615052 -2.908315 0.003 -0.024 -0.040
H 2.775788 9.975049 -3.585974 0.010 0.012 -0.028
H 4.437693 11.667348 -2.873938 0.100 0.031 0.029
H 6.646867 8.643500 -0.809896 0.059 0.096 -0.019
H 4.985683 6.944783 -1.512909 0.040 -0.017 -0.037
F 2.255605 -3.225113 1.120883 -0.650 0.607 -0.035
P 1.704792 -3.193521 2.660581 1.488 -1.598 -0.601
F 1.907161 -4.833843 2.611733 -0.019 1.245 -0.441
F 1.894229 -3.459648 4.253088 -1.191 0.086 -0.251
F 0.226637 -3.465298 1.975946 0.287 -0.032 0.828
F 0.776063 -1.811115 3.224458 -1.922 1.354 -0.189
F 2.945244 -2.156843 2.825500 -0.115 -0.494 0.202
C 3.705139 -12.878519 5.821533 -0.028 0.053 -0.100
C 4.721812 -11.843613 5.332031 -0.184 -0.211 0.199
C 4.486777 -10.422966 5.843480 0.163 -0.153 -0.138
N 3.676019 -9.510014 4.951635 0.111 0.040 0.220
C 4.501270 -9.127531 3.747199 -0.050 0.081 -0.240
C 3.850977 -8.037712 2.914294 -0.180 0.123 0.037
C 3.535330 -6.799541 3.745243 0.035 0.111 -0.126
C 2.712897 -7.168352 4.972584 -0.028 0.015 -0.179
C 3.368923 -8.276838 5.773604 -0.134 0.238 -0.022
C 2.408650 -10.170916 4.540528 -0.018 0.064 -0.091
H 2.726932 -12.765874 5.356175 -0.018 -0.001 0.026
H 4.054746 -13.883215 5.591193 0.008 -0.009 0.005
H 3.574094 -12.813269 6.902313 0.017 -0.010 0.011
H 4.798351 -11.874171 4.244000 0.077 0.049 -0.003
H 5.697199 -12.149268 5.711853 0.071 0.094 -0.074
H 5.439097 -9.912230 5.975180 -0.028 0.070 0.042
H 3.981014 -10.443047 6.808804 -0.052 -0.015 -0.012
H 5.465230 -8.787926 4.126608 -0.010 -0.015 0.074
H 4.653083 -10.032079 3.162048 0.054 -0.038 0.061
H 4.530375 -7.776224 2.102797 0.062 -0.114 0.001
H 2.942453 -8.414582 2.437333 0.012 -0.008 -0.015
H 2.985532 -6.058789 3.150631 0.591 -0.683 0.405
H 4.472230 -6.326160 4.061881 0.005 -0.046 0.023
H 1.699438 -7.449623 4.676751 -0.009 0.014 0.021
H 2.601059 -6.297743 5.619329 0.002 -0.051 0.082
H 2.734902 -8.604230 6.596889 0.055 -0.054 0.032
H 4.323001 -7.936145 6.177520 0.033 -0.055 0.003
H 1.894462 -10.514729 5.433963 -0.010 -0.042 -0.006
H 2.641924 -11.001804 3.881846 -0.011 -0.058 0.052
H 1.785125 -9.461979 4.008945 -0.014 0.013 0.011
Be -1.139593 -1.707182 2.878372 1.372 -1.677 -1.730
```
Forces are in eV/Å.

Calculated values
HOMO energy (alpha / beta)   -11.686 / -11.386 eV
Frontier orbital gap (alpha / beta)   0.238 / 0.171 hartree
LUMO energy (alpha / beta)   -5.21 / -6.72 eV
Spin multiplicity   2
Total energy   -7077.006131 Eh
Charge   +2